[1]
Density functional theory data (ωB97M-V/def2-TZVPD) for the molecule O4S.

ΔE to the lowest compared entry with this formula, charge and spin, kcal per mole: 6.6
Largest force on an atom, eV/A: 3.71
Kohn-Sham gap, hartree: 0.4449
SMILES: O=S1(=O)OO1
Highest occupied orbital energy, eV: -12.399

Each line ends with the natural charge from an NBO analysis.
CARTESIAN COORDINATES (ANGSTROEM)
O 1.147 0.055 -0.740  -0.390
O 1.087 0.010 0.746  -0.408
O -0.996 1.147 0.020  -0.870
O -1.079 -1.157 0.044  -0.839
S -0.282 -0.029 -0.035  2.507


[2]
Density functional theory data (ωB97M-V/def2-TZVPD) for the molecule C20H23ClN2O5.

ΔE to the lowest compared entry with this formula, charge and spin, kcal per mole: 0.0
Largest force on an atom, eV/A: 1.04
Kohn-Sham gap, hartree: 0.3097
SMILES: CCc1cc(=O)oc2cc(OCC(=O)NCCCN3CCCC3=O)c(Cl)cc12
Highest occupied orbital energy, eV: -8.422

Each line ends with the natural charge from an NBO analysis.
CARTESIAN COORDINATES (ANGSTROEM)
O -2.243 -1.516 -2.183  -0.690
H -0.479 2.318 3.968  0.231
H 1.512 -0.881 -4.111  0.194
C -3.008 -1.946 1.123  -0.172
N -0.074 -1.442 -2.866  -0.413
C 1.382 2.688 1.933  0.129
C 1.865 1.800 -0.307  0.753
H -2.097 0.895 -3.472  0.236
C -1.022 0.018 0.925  -0.390
C 0.263 1.779 2.015  -0.193
C -0.612 1.684 3.107  -0.167
C 2.860 4.517 2.931  -0.606
C 0.028 0.928 0.925  0.421
H 0.221 -4.233 0.534  0.241
C -1.274 -0.905 -2.614  0.699
H 3.773 3.942 2.794  0.211
H 1.706 -3.716 -1.328  0.215
C -1.646 0.781 3.108  -0.125
H 1.801 2.974 3.982  0.226
C 2.134 2.676 0.806  -0.371
C 0.920 -0.477 -3.287  -0.212
O -2.896 -0.941 2.111  -0.467
C -1.868 -0.087 2.017  0.420
C -0.219 -3.981 -0.434  -0.224
H -1.150 -0.598 0.052  0.238
C -1.732 -2.809 1.069  0.646
H 2.974 5.127 3.823  0.220
O 2.494 1.753 -1.340  -0.594
H 1.595 -0.228 -2.461  0.222
H 2.982 3.324 0.671  0.236
C 0.251 -2.833 -2.674  -0.223
C 0.774 -3.155 -1.258  -0.421
C 0.094 0.746 -3.696  -0.407
O -1.086 -3.055 2.065  -0.625
H 0.613 1.667 -3.446  0.234
N -1.440 -3.258 -0.164  -0.644
H -1.193 1.118 -1.974  0.234
H 0.764 4.204 3.268  0.225
H -3.844 -2.570 1.451  0.225
Cl -2.705 0.679 4.459  0.031
O 0.801 0.944 -0.184  -0.491
H -0.460 -4.907 -0.967  0.189
H 1.000 -3.099 -3.423  0.209
H -3.239 -1.517 0.141  0.208
C 1.657 3.597 3.094  -0.445
H 0.986 -2.222 -0.732  0.217
C -1.213 0.576 -2.922  -0.497
H 2.730 5.181 2.080  0.210
H -1.924 -2.857 -0.967  0.437
H -0.099 0.732 -4.770  0.206
H -0.656 -3.413 -2.875  0.216